This record from OMol25 describes a structure of composition C29H33IrN8O6 at a distorted geometry. The level of theory is ωB97M-V/def2-TZVPD.

Each line ends with the Löwdin charge.
Atoms and positions in Å:
Ir 0.015 0.584 -0.723  1.54
C 1.212 3.066 2.358  -0.19
C 0.510 4.176 1.571  -0.16
C -0.166 3.730 0.256  -0.23
N 0.645 2.774 -0.451  -0.07
C 1.815 3.116 -0.933  -0.23
C 2.222 4.476 -1.052  -0.01
C 3.465 5.032 -1.215  -0.06
C 4.706 4.402 -1.193  -0.08
C 4.945 3.031 -1.177  -0.06
C 4.053 2.001 -1.365  -0.01
C 2.634 1.999 -1.441  -0.23
N 1.949 0.956 -1.849  -0.06
C 2.574 -0.081 -2.630  -0.22
C 2.943 -1.361 -1.868  -0.15
C 1.703 -2.071 -1.319  -0.22
N 1.120 -1.344 -0.230  -0.04
C 1.233 -1.704 1.015  -0.21
C 2.142 -2.723 1.435  0.00
C 2.161 -3.501 2.564  -0.06
C 1.225 -3.552 3.593  -0.07
C 0.197 -2.645 3.822  -0.06
C -0.082 -1.465 3.174  0.01
C 0.420 -0.909 1.965  -0.21
N 0.122 0.298 1.551  -0.04
C -0.619 1.242 2.339  -0.23
C 0.287 2.165 3.172  -0.16
H 1.902 3.545 3.057  0.12
H 1.813 2.451 1.685  0.10
H 1.264 4.926 1.328  0.10
H -0.237 4.654 2.204  0.12
H -0.374 4.626 -0.345  0.12
H -1.129 3.264 0.463  0.08
H 1.407 5.189 -1.016  0.11
H 3.487 6.112 -1.303  0.12
H 5.574 5.046 -1.196  0.11
H 5.984 2.739 -1.088  0.12
H 4.503 1.019 -1.420  0.10
H 3.469 0.307 -3.131  0.13
H 1.850 -0.361 -3.401  0.12
H 3.634 -1.148 -1.051  0.11
H 3.444 -2.029 -2.570  0.12
H 1.950 -3.100 -1.036  0.12
H 0.950 -2.112 -2.111  0.11
H 2.949 -2.911 0.741  0.11
H 2.977 -4.209 2.636  0.12
H 1.327 -4.359 4.303  0.11
H -0.429 -2.850 4.681  0.12
H -0.854 -0.873 3.645  0.10
H -1.330 0.757 3.016  0.11
H -1.206 1.849 1.654  0.08
H 0.905 1.548 3.829  0.12
H -0.364 2.781 3.796  0.12
N -2.953 2.007 -1.701  0.01
N -1.655 1.655 -2.207  -0.07
H -2.910 2.917 -1.252  0.08
H -3.213 1.314 -0.998  0.06
H -1.334 2.416 -2.806  0.11
H -1.787 0.833 -2.802  0.09
O -2.193 -0.287 -0.027  -0.06
C -2.142 -1.177 -0.906  -0.62
O -1.278 -1.164 -1.814  -0.08
C -3.142 -2.292 -0.895  -0.09
C -2.899 -3.420 -1.670  0.09
C -3.830 -4.446 -1.700  -0.10
C -5.017 -4.371 -0.985  0.11
C -5.229 -3.249 -0.197  -0.10
C -4.306 -2.213 -0.142  0.09
N -6.457 -3.137 0.582  -0.36
O -6.556 -2.178 1.311  0.10
O -7.282 -4.005 0.440  0.11
N -3.561 -5.623 -2.518  -0.36
O -2.447 -5.725 -2.975  0.10
O -4.465 -6.403 -2.676  0.12
H -1.988 -3.494 -2.244  0.13
H -5.751 -5.163 -1.040  0.14
H -4.500 -1.355 0.484  0.13

Output
Orbital gap (spin up / spin down) (eV): 5.417 / 5.225
2S+1: 2
HOMO (spin up / spin down) (eV): -10.23 / -10.16
Charge: +1

This record from OMol25 describes a structure of composition C4H16FInO4 at a distorted geometry. The level of theory is ωB97M-V/def2-TZVPD.

Each line ends with the Löwdin charge.
Atoms and positions in Å:
In -2.131 2.305 0.703  1.35
F -0.330 1.159 0.062  -0.16
C 2.155 1.405 -1.009  0.04
O 0.842 1.718 -1.483  0.11
H 2.652 2.103 -0.336  0.15
H 2.176 0.442 -0.500  0.14
H 2.759 1.182 -1.889  0.15
H 0.231 1.627 -0.748  -0.16
C 0.274 -1.013 -1.622  0.00
O -0.374 -0.868 -0.376  -0.12
H 0.014 -1.979 -2.054  0.13
H -0.183 -0.343 -2.350  0.15
H 1.363 -0.968 -1.594  0.11
H -0.373 0.079 -0.218  -0.16
C -2.626 -0.923 0.984  -0.03
O -1.987 0.288 0.634  -0.34
H -3.698 -0.731 1.028  0.12
H -2.615 -1.680 0.199  0.12
H -2.232 -1.281 1.935  0.12
H -1.099 -0.022 0.440  -0.05
C 0.894 -0.743 1.520  0.01
O 1.296 0.603 1.172  0.09
H 1.121 -1.429 0.704  0.12
H 1.408 -1.118 2.405  0.13
H -0.162 -0.804 1.782  0.11
H 0.623 0.992 0.609  -0.15

Output
Orbital gap (eV): 3.647
2S+1: 1
HOMO (eV): -17.87
Charge: +2

This record from OMol25 describes a cluster of 14 separate species, C42H98N14O14 in total at a distorted geometry. The level of theory is ωB97M-V/def2-TZVPD.

Each line ends with the Löwdin charge.
Atoms and positions in Å:
C 5.106 -27.732 16.148  0.01
C 4.240 -26.788 16.988  -0.58
O 4.238 -25.599 16.777  0.04
N 3.591 -27.424 17.939  0.03
C 2.604 -26.716 18.795  -0.04
H 5.411 -28.542 16.809  0.07
H 6.020 -27.247 15.805  0.07
H 4.589 -28.214 15.318  0.08
H 3.781 -28.394 18.147  0.14
H 2.917 -26.614 19.834  0.08
H 1.650 -27.243 18.823  0.08
H 2.283 -25.742 18.428  0.08
C 4.057 -21.400 8.258  0.01
C 3.967 -21.666 9.771  -0.54
O 4.791 -21.164 10.517  0.01
N 3.035 -22.515 10.239  0.02
C 2.691 -22.777 11.651  -0.03
H 4.765 -22.101 7.814  0.08
H 4.401 -20.407 7.969  0.08
H 3.058 -21.473 7.829  0.07
H 2.390 -22.801 9.516  0.13
H 1.937 -22.070 11.998  0.08
H 3.573 -22.619 12.272  0.07
H 2.345 -23.801 11.795  0.09
C 2.562 -18.185 17.257  0.01
C 1.118 -17.755 17.014  -0.53
O 0.287 -18.560 17.406  0.01
N 0.916 -16.516 16.506  0.04
C -0.384 -15.890 16.229  -0.05
H 2.892 -17.733 18.192  0.08
H 3.227 -17.793 16.488  0.05
H 2.764 -19.256 17.285  0.06
H 1.706 -15.969 16.194  0.08
H -0.574 -15.754 15.164  0.08
H -0.475 -14.942 16.759  0.08
H -1.157 -16.565 16.599  0.08
C 7.722 -23.927 17.626  0.01
C 8.776 -24.221 18.678  -0.58
O 8.462 -24.583 19.787  0.04
N 10.046 -24.043 18.334  0.00
C 11.125 -24.025 19.291  -0.06
H 6.794 -23.448 17.940  0.06
H 7.237 -24.879 17.412  0.08
H 8.133 -23.387 16.773  0.07
H 10.263 -24.291 17.379  0.07
H 12.039 -24.428 18.855  0.08
H 10.798 -24.540 20.195  0.09
H 11.457 -23.005 19.485  0.06
C 4.351 -15.329 14.889  0.01
C 3.788 -14.614 16.126  -0.61
O 2.697 -14.092 16.085  0.03
N 4.462 -14.918 17.198  0.04
C 4.036 -14.516 18.563  -0.04
H 5.196 -15.984 15.100  0.04
H 4.627 -14.559 14.169  0.09
H 3.571 -15.997 14.522  0.08
H 5.361 -15.368 17.095  0.09
H 3.160 -15.086 18.872  0.08
H 3.683 -13.486 18.598  0.08
H 4.855 -14.563 19.280  0.08
C 11.322 -20.570 16.626  0.01
C 10.315 -21.240 15.681  -0.56
O 9.137 -20.926 15.670  -0.02
N 10.713 -22.118 14.824  0.05
C 12.067 -22.626 14.676  -0.05
H 10.710 -19.979 17.307  0.06
H 12.151 -20.034 16.162  0.09
H 11.874 -21.316 17.197  0.07
H 10.072 -22.705 14.311  0.10
H 12.721 -21.936 14.143  0.09
H 11.995 -23.585 14.163  0.09
H 12.443 -22.778 15.687  0.08
C 5.345 -23.651 20.524  -0.01
C 4.304 -22.735 19.909  -0.58
O 3.883 -21.770 20.551  0.02
N 3.959 -23.100 18.677  0.03
C 2.954 -22.337 17.884  -0.04
H 6.313 -23.150 20.519  0.06
H 5.428 -24.673 20.156  0.07
H 5.111 -23.682 21.588  0.08
H 4.396 -23.843 18.151  0.08
H 3.419 -22.032 16.946  0.05
H 2.413 -21.559 18.422  0.09
H 2.203 -23.068 17.584  0.07
C 11.029 -20.067 21.083  0.00
C 9.542 -19.931 20.718  -0.57
O 8.734 -19.304 21.404  0.03
N 9.149 -20.491 19.591  0.03
C 7.758 -20.428 19.106  -0.03
H 11.440 -19.237 21.658  0.08
H 11.633 -20.136 20.179  0.06
H 11.230 -20.953 21.686  0.08
H 9.784 -20.970 18.969  0.10
H 7.164 -20.836 19.924  0.09
H 7.573 -21.010 18.203  0.07
H 7.373 -19.424 18.927  0.07
C 7.705 -13.366 17.385  0.02
C 7.955 -14.868 17.414  -0.55
O 7.434 -15.538 16.566  0.01
N 8.710 -15.366 18.419  0.05
C 9.233 -16.732 18.549  -0.05
H 8.468 -12.760 17.873  0.08
H 6.700 -13.298 17.802  0.07
H 7.676 -13.106 16.327  0.09
H 8.980 -14.684 19.113  0.14
H 10.229 -16.946 18.162  0.08
H 8.597 -17.557 18.229  0.07
H 9.329 -17.015 19.597  0.08
C 9.278 -26.344 14.294  0.01
C 9.807 -26.404 15.732  -0.51
O 10.527 -25.448 16.065  -0.01
N 9.540 -27.464 16.487  0.04
C 10.033 -27.718 17.855  -0.03
H 8.371 -25.742 14.231  0.07
H 8.973 -27.315 13.904  0.07
H 10.061 -25.945 13.648  0.08
H 8.865 -28.154 16.191  0.13
H 9.309 -28.376 18.335  0.08
H 10.062 -26.805 18.451  0.07
H 10.971 -28.271 17.910  0.09
C 8.330 -21.070 12.143  0.02
C 7.970 -22.511 12.332  -0.55
O 8.703 -23.279 12.968  -0.01
N 6.925 -22.933 11.644  0.05
C 6.340 -24.292 11.623  -0.04
H 8.504 -20.581 13.101  0.06
H 7.579 -20.438 11.670  0.08
H 9.293 -20.876 11.669  0.09
H 6.301 -22.242 11.253  0.08
H 7.118 -25.042 11.762  0.07
H 5.932 -24.582 10.654  0.08
H 5.565 -24.376 12.384  0.07
C 6.251 -18.806 15.719  0.03
C 5.622 -20.219 15.545  -0.52
O 4.413 -20.354 15.559  0.01
N 6.411 -21.279 15.327  0.05
C 5.962 -22.684 15.199  -0.04
H 6.148 -18.254 14.785  0.08
H 7.305 -18.847 15.994  0.05
H 5.646 -18.288 16.462  0.07
H 7.398 -21.147 15.496  0.05
H 5.160 -22.698 14.461  0.08
H 5.440 -22.998 16.103  0.05
H 6.805 -23.337 14.972  0.07
C 0.956 -21.177 15.063  0.00
C -0.326 -20.816 14.353  -0.56
O -0.696 -21.435 13.360  0.01
N -0.887 -19.666 14.769  0.02
C -2.172 -19.231 14.250  -0.07
H 1.455 -22.075 14.701  0.08
H 0.770 -21.273 16.133  0.08
H 1.617 -20.318 14.950  0.08
H -0.476 -19.239 15.587  0.09
H -2.995 -19.513 14.906  0.08
H -2.339 -19.658 13.261  0.08
H -2.191 -18.145 14.156  0.07
C 8.018 -15.485 13.002  0.00
C 9.141 -16.461 13.351  -0.55
O 9.984 -16.745 12.510  0.03
N 9.124 -16.958 14.595  0.02
C 10.064 -17.952 15.116  -0.06
H 7.868 -14.674 13.714  0.07
H 7.076 -15.995 12.802  0.07
H 8.198 -14.977 12.054  0.08
H 8.369 -16.686 15.207  0.07
H 9.503 -18.369 15.952  0.05
H 10.973 -17.441 15.434  0.09
H 10.255 -18.676 14.323  0.09

Output
Orbital gap (eV): 8.871
2S+1: 1
HOMO (eV): -8.75

This record from OMol25 describes a cluster of 2 separate species, C56H70N3 in total at a distorted geometry. The level of theory is ωB97M-V/def2-TZVPD.

Each line ends with the Löwdin charge.
Atoms and positions in Å:
C -2.068 -2.533 2.994  -0.03
C -3.319 -1.687 3.169  -0.52
C -4.479 -2.332 2.410  -0.05
C -3.725 -1.702 4.655  -0.03
C -3.055 -0.260 2.625  -0.07
C -3.567 0.153 1.391  -0.06
C -3.686 1.516 1.105  -0.08
C -3.474 2.456 2.111  -0.02
C -2.971 2.055 3.350  -0.07
C -3.143 2.926 4.612  -0.54
C -1.799 3.488 5.055  -0.04
C -3.802 2.121 5.738  -0.03
C -4.046 4.134 4.351  -0.06
C -2.367 0.748 3.360  -0.09
N -1.070 0.498 3.923  0.05
C -0.878 0.177 5.336  -0.10
C 0.611 0.158 5.513  -0.08
N 1.150 0.240 4.144  0.03
C 2.594 0.142 4.026  -0.09
C 3.223 -1.130 4.062  -0.09
C 2.528 -2.514 4.161  -0.53
C 3.213 -3.526 3.232  -0.05
C 1.077 -2.510 3.726  -0.06
C 2.651 -3.037 5.602  -0.02
C 4.619 -1.208 4.043  -0.04
C 5.399 -0.079 3.871  -0.04
C 4.780 1.162 3.886  -0.04
C 3.407 1.306 4.118  -0.06
C 2.956 2.718 4.599  -0.51
C 3.913 3.792 4.069  -0.06
C 3.014 2.769 6.130  -0.02
C 1.581 3.152 4.130  -0.04
C 0.135 0.451 3.225  -0.10
C 0.233 0.807 1.808  0.02
C 1.608 1.138 1.339  -0.25
C 2.556 0.114 1.266  -0.08
C 3.857 0.404 0.861  -0.07
C 4.208 1.733 0.582  -0.09
C 3.241 2.744 0.577  -0.09
C 1.919 2.433 0.895  -0.06
H -1.207 -1.983 3.378  0.04
H -2.159 -3.494 3.535  0.11
H -1.860 -2.735 1.933  0.06
H -5.381 -1.723 2.553  0.10
H -4.264 -2.434 1.340  0.08
H -4.672 -3.336 2.812  0.10
H -4.459 -0.913 4.872  0.09
H -4.193 -2.674 4.875  0.10
H -2.878 -1.593 5.340  0.06
H -3.927 -0.584 0.668  0.11
H -4.038 1.855 0.133  0.11
H -3.744 3.491 1.911  0.12
H -1.322 4.023 4.227  0.10
H -1.940 4.188 5.890  0.10
H -1.120 2.705 5.391  0.05
H -4.818 1.811 5.459  0.10
H -3.251 1.216 6.010  0.06
H -3.876 2.745 6.640  0.10
H -5.050 3.834 4.031  0.10
H -4.143 4.700 5.287  0.10
H -3.612 4.805 3.602  0.09
H -1.375 0.905 5.989  0.11
H -1.335 -0.799 5.548  0.10
H 0.979 1.012 6.098  0.11
H 0.977 -0.725 6.053  0.12
H 4.221 -3.785 3.574  0.08
H 2.618 -4.451 3.210  0.09
H 3.266 -3.131 2.207  0.09
H 0.448 -1.986 4.447  0.06
H 0.959 -2.053 2.734  0.09
H 0.703 -3.545 3.677  0.11
H 1.967 -2.523 6.291  0.07
H 2.406 -4.107 5.633  0.10
H 3.671 -2.916 5.985  0.09
H 5.128 -2.169 4.113  0.11
H 6.481 -0.155 3.742  0.12
H 5.423 2.027 3.706  0.11
H 4.026 3.718 2.979  0.08
H 3.509 4.784 4.304  0.10
H 4.895 3.722 4.550  0.08
H 2.431 1.967 6.596  0.07
H 4.053 2.672 6.467  0.10
H 2.615 3.735 6.472  0.10
H 0.794 2.490 4.484  0.05
H 1.372 4.162 4.514  0.10
H 1.527 3.193 3.041  0.07
H -0.539 1.587 1.620  0.14
H 2.231 -0.904 1.519  0.11
H 4.582 -0.410 0.755  0.12
H 5.258 1.948 0.368  0.11
H 3.491 3.760 0.258  0.12
H 1.106 3.162 0.823  0.13
C -2.768 0.435 -1.974  0.00
C -1.464 1.052 -2.211  -0.18
N -1.179 1.713 -3.373  -0.04
C -2.005 1.683 -4.575  0.00
C 0.159 2.099 -3.365  -0.16
C 0.751 1.554 -2.193  -0.10
C 2.135 1.570 -2.128  -0.04
C 2.879 2.216 -3.122  -0.07
C 2.253 2.870 -4.195  -0.08
C 0.865 2.767 -4.357  -0.01
C -0.306 0.951 -1.393  -0.06
C -0.279 0.186 -0.133  0.02
C 0.127 -1.239 -0.366  -0.19
C 1.361 -1.624 -0.929  -0.02
C 1.660 -2.969 -1.135  -0.02
C 0.721 -3.965 -0.848  -0.27
C 1.087 -5.414 -1.016  -0.05
C -0.533 -3.586 -0.358  -0.03
C -0.841 -2.240 -0.198  -0.05
H -3.119 0.698 -0.967  0.03
H -3.504 0.788 -2.704  0.08
H -2.696 -0.665 -2.038  0.11
H -1.703 2.508 -5.229  0.09
H -1.891 0.725 -5.115  0.11
H -3.059 1.795 -4.306  0.08
H 2.597 1.108 -1.258  0.07
H 3.967 2.229 -3.033  0.11
H 2.849 3.450 -4.901  0.11
H 0.331 3.197 -5.208  0.11
H -1.293 0.243 0.307  0.08
H 2.082 -0.865 -1.232  0.10
H 2.645 -3.265 -1.507  0.12
H 0.242 -6.064 -0.760  0.08
H 1.404 -5.627 -2.048  0.09
H 1.921 -5.687 -0.353  0.08
H -1.276 -4.349 -0.104  0.12
H -1.869 -1.921 0.008  0.10

Output
Orbital gap (eV): 6.423
2S+1: 1
HOMO (eV): -9.71
Charge: +1

This record from OMol25 describes a cluster of 2 separate species, C2H4FO3S2 in total at a distorted geometry. The level of theory is ωB97M-V/def2-TZVPD.

Each line ends with the Löwdin charge.
Atoms and positions in Å:
C -0.437 0.524 -0.629  -0.37
C 1.320 -0.631 1.127  -0.61
O -0.704 -1.851 3.445  -0.37
O -1.568 0.155 2.297  -0.36
O -1.810 -2.042 1.236  -0.36
F 1.796 -1.904 0.672  -0.22
S 1.397 0.429 -0.230  0.73
S -1.131 -1.199 2.215  0.51
H -0.787 -0.420 -1.026  0.03
H -0.558 1.344 -1.443  0.06
H -0.804 0.830 0.238  -0.08
H 1.911 -0.232 1.991  0.04

Output
Orbital gap (spin up / spin down) (eV): 7.316 / 7.314
2S+1: 1
HOMO (spin up / spin down) (eV): -3.99 / -3.99
Charge: -1

This record from OMol25 describes a cluster of 2 separate species, C11H7N3O2 in total at a distorted geometry. The level of theory is ωB97M-V/def2-TZVPD.

Each line ends with the Löwdin charge.
Atoms and positions in Å:
C 3.029 1.729 0.152  -0.05
C 2.139 2.240 -0.775  -0.10
C 0.985 1.590 -1.175  0.00
C 0.631 0.446 -0.489  -0.16
C -0.493 -0.433 -0.664  -0.11
N -1.669 -0.307 -1.140  0.08
N -2.540 -1.372 -1.000  0.01
C -2.188 -2.442 -0.431  -0.25
N -1.050 -2.811 0.199  0.08
C -0.078 -1.791 0.258  -0.10
C 1.106 -1.450 0.840  0.00
C 1.531 -0.123 0.374  -0.21
C 2.737 0.462 0.719  -0.01
H 3.801 2.329 0.642  0.11
H 2.413 3.054 -1.395  0.09
H 0.460 1.985 -2.009  0.11
H -2.952 -3.221 -0.574  0.13
H -0.903 -3.698 0.838  0.21
H 1.813 -2.129 1.341  0.11
H 3.328 0.009 1.422  0.08
O -4.457 1.066 1.480  0.23
C -4.016 1.944 0.929  -0.45
O -3.624 2.923 0.457  0.20

Output
Orbital gap (eV): 7.999
2S+1: 1
HOMO (eV): -8.09
SMILES: c1ccc2c3nnc[nH]c-3cc2c1.O=C=O

Calculated total energy (eV), listed in the same order as above: -57637.1528; -20455.1721; -94676.2993; -63669.7568; -32668.5865; -20083.8599